[1]
Computed, not measured: 2 unconnected molecules or ions with the total composition C2H3BrO, with ωB97M-V/def2-TZVPD.

Highest occupied orbital energy (spin up / spin down), eV: -9.582 / -8.974
Relative energy (zero: lowest compared OMol25 entry of this formula, charge and spin), eV: 3.8742
Total energy, eV: -74208.53882

```
! RIJCOSX wB97M-V def2-TZVPD def2/J DEFGRID3
* xyz 0 1
C 1.56 1.60 -1.06
C -1.30 -0.90 0.52
O 1.78 2.45 -0.29
Br 2.11 -0.24 -0.73
H -1.93 -0.25 0.09
H -0.71 -1.48 -0.11
H -1.51 -1.19 1.58
*
```


[2]
Computed, not measured: 3 unconnected molecules or ions with the total composition C5H7NO3, with ωB97M-V/def2-TZVPD.

Highest occupied orbital energy, eV: -10.054
Structure (SMILES): CC(C)=O.O=C=O.C#N
Relative energy (zero: lowest compared OMol25 entry of this formula, charge and spin), eV: 1.9420
Total energy, eV: -12930.24200

```
! RIJCOSX wB97M-V def2-TZVPD def2/J DEFGRID3
* xyz 0 1
C 1.70 0.90 0.71
C 0.98 -0.33 0.25
C 0.79 -0.34 -1.31
O 0.55 -1.17 1.05
H 2.63 0.87 0.19
H 1.83 0.93 1.83
H 1.09 1.64 0.47
H 1.31 -1.34 -1.62
H 1.08 0.62 -1.78
H -0.31 -0.43 -1.65
O -2.53 1.95 -0.17
C -1.96 1.73 0.83
O -1.39 1.51 1.85
C -1.92 -2.24 -0.24
N -2.64 -1.68 -0.92
H -1.21 -2.62 0.52
*
```


[3]
Computed, not measured: a molecular structure, C9H19FeOS4, with ωB97M-V/def2-TZVPD.

Highest occupied orbital energy (spin up / spin down), eV: -16.536 / -16.882
Total energy, eV: -89400.71559

```
! RIJCOSX wB97M-V def2-TZVPD def2/J DEFGRID3
* xyz 2 2
Fe -0.13 0.88 0.63
C 1.26 -1.56 2.25
C 0.28 -2.28 1.35
S -1.10 -1.13 1.14
C -1.82 -1.62 -0.44
C -2.75 -0.48 -0.83
S -1.97 1.15 -0.76
C -1.23 1.36 -2.39
C -0.01 0.51 -2.61
S 1.14 0.93 -1.28
C 2.15 -0.55 -1.09
C 2.88 -0.37 0.22
S 1.79 0.03 1.61
H 2.14 -2.17 2.46
H 0.81 -1.32 3.22
H -0.07 -3.19 1.84
H 0.68 -2.54 0.38
H -2.39 -2.54 -0.33
H -1.02 -1.80 -1.15
H -3.58 -0.41 -0.12
H -3.19 -0.62 -1.81
H -0.98 2.43 -2.43
H -1.99 1.20 -3.16
H 0.45 0.75 -3.57
H -0.20 -0.56 -2.59
H 2.87 -0.61 -1.91
H 1.51 -1.42 -1.13
H 3.57 0.48 0.17
H 3.47 -1.25 0.48
C -0.51 3.40 2.42
O -0.34 2.25 1.61
H 0.32 3.50 3.11
H -1.45 3.29 2.95
H -0.59 4.27 1.76
*
```


[4]
Computed, not measured: a molecular structure, C6H10, with ωB97M-V/def2-TZVPD.

Highest occupied orbital energy, eV: -7.925
Relative energy (zero: lowest compared OMol25 entry of this formula, charge and spin), eV: 3.2747
Total energy, eV: -6380.58476

```
! RIJCOSX wB97M-V def2-TZVPD def2/J DEFGRID3
* xyz 0 1
C -1.86 0.55 0.36
C -0.33 0.85 -0.89
C 0.93 1.10 -0.14
C 1.50 -0.55 0.15
C 0.20 -1.32 0.35
C -0.95 -0.36 -0.33
H -1.55 1.29 1.09
H -2.94 0.31 0.42
H -0.40 1.16 -1.94
H 1.58 1.91 -0.57
H 0.75 1.32 0.91
H 2.14 -0.46 1.04
H 2.09 -0.91 -0.70
H -0.02 -1.53 1.41
H 0.12 -2.26 -0.21
H -1.52 -0.91 -1.08
*
```


[5]
Computed, not measured: a single C8H8N4 molecule, with ωB97M-V/def2-TZVPD.

Highest occupied orbital energy (spin up / spin down), eV: -7.530 / -7.530
Relative energy (zero: lowest compared OMol25 entry of this formula, charge and spin), eV: 4.8671
Total energy, eV: -14381.57065

```
! RIJCOSX wB97M-V def2-TZVPD def2/J DEFGRID3
* xyz 0 1
C 1.94 1.88 -0.36
C 1.23 -0.64 -1.48
C 1.72 -1.38 0.79
C -0.42 1.28 -0.20
C -1.52 0.47 0.47
C -1.20 -1.85 0.31
C 1.02 0.93 0.28
C 1.36 -0.46 -0.12
N 2.57 2.68 -0.87
N 0.85 -0.66 -2.59
N 1.81 -2.15 1.69
N -1.70 -0.76 -0.17
H -0.25 1.19 -1.21
H -0.50 2.28 0.04
H -1.22 0.26 1.49
H -2.32 1.12 0.43
H -1.46 -2.86 -0.10
H -0.66 -1.86 1.28
H 0.95 1.12 1.41
H -2.19 -0.58 -1.09
*
```


[6]
Computed, not measured: a molecular structure, C29H29FeNO6, with ωB97M-V/def2-TZVPD.

Highest occupied orbital energy (spin up / spin down), eV: -6.313 / -8.568
Total energy, eV: -78698.72364

```
! RIJCOSX wB97M-V def2-TZVPD def2/J DEFGRID3
* xyz 0 5
C -3.29 4.08 2.97
O -1.86 4.22 2.91
C -1.18 3.11 2.42
C -0.32 2.46 3.34
C 0.04 1.04 3.03
C -0.23 0.59 1.61
C -1.05 1.32 0.76
C -1.47 2.63 1.12
Fe 0.84 4.71 4.23
C 2.14 4.75 5.35
O 3.05 4.52 6.05
C 0.49 6.39 4.24
O 0.24 7.53 4.18
C 1.99 5.04 2.91
O 2.74 5.12 2.02
H -3.68 5.08 3.16
H -3.70 3.68 2.03
H -3.57 3.40 3.79
H -0.52 2.61 4.42
H 1.07 0.81 3.33
H -0.58 0.40 3.69
H 0.49 -0.19 1.37
H -1.41 0.97 -0.23
H -2.05 3.22 0.40
C -3.81 -3.15 -2.57
C -3.47 -1.68 -2.47
C -2.71 -1.26 -3.71
C -4.74 -0.86 -2.32
O -2.69 -1.40 -1.23
C -1.46 -1.94 -1.14
C -0.72 -1.47 0.05
N 0.55 -1.67 0.01
C 1.68 -1.77 -0.63
C 2.34 -3.07 -0.53
C 3.68 -3.20 -0.14
C 4.28 -4.46 -0.19
C 3.51 -5.60 -0.43
C 2.16 -5.47 -0.79
C 1.56 -4.21 -0.80
C 2.30 -0.62 -1.29
C 3.55 -0.73 -1.94
C 4.19 0.42 -2.42
C 3.53 1.65 -2.41
C 2.21 1.72 -1.95
C 1.61 0.60 -1.38
O -0.99 -2.72 -1.96
H -4.43 -3.47 -1.72
H -4.37 -3.33 -3.50
H -2.89 -3.74 -2.59
H -2.39 -0.21 -3.64
H -1.83 -1.90 -3.84
H -3.36 -1.37 -4.58
H -4.52 0.20 -2.15
H -5.34 -0.93 -3.23
H -5.35 -1.22 -1.49
H -1.35 -1.25 0.94
H 4.22 -2.31 0.17
H 5.36 -4.53 -0.05
H 3.96 -6.60 -0.35
H 1.57 -6.33 -1.09
H 0.52 -4.07 -1.09
H 4.01 -1.71 -2.03
H 5.19 0.33 -2.83
H 4.02 2.54 -2.80
H 1.66 2.65 -1.98
H 0.60 0.67 -0.98
*
```


[7]
Computed, not measured: 2 unconnected molecules or ions with the total composition H7N3, with ωB97M-V/def2-TZVPD.

Highest occupied orbital energy, eV: -9.193
Structure (SMILES): NN.N
Relative energy (zero: lowest compared OMol25 entry of this formula, charge and spin), eV: 0.0059
Total energy, eV: -4582.68343

```
! RIJCOSX wB97M-V def2-TZVPD def2/J DEFGRID3
* xyz 0 1
N -1.38 0.73 -0.09
N -1.82 -0.63 0.12
H -1.39 1.25 0.80
H -0.44 0.73 -0.43
H -0.94 -1.17 0.15
H -2.28 -0.96 -0.78
N 1.83 -0.15 -0.02
H 2.80 -0.60 0.16
H 2.06 0.55 -0.75
H 1.55 0.25 0.83
*
```


[8]
Computed, not measured: 3 unconnected molecules or ions with the total composition C2H8O4, with ωB97M-V/def2-TZVPD.

Highest occupied orbital energy, eV: -10.238
Structure (SMILES): CC(=O)O.O.O
Relative energy (zero: lowest compared OMol25 entry of this formula, charge and spin), eV: 0.4449
Total energy, eV: -10394.24884

```
! RIJCOSX wB97M-V def2-TZVPD def2/J DEFGRID3
* xyz 0 1
C 0.15 0.80 1.54
C 0.44 0.47 0.09
O -0.29 -0.23 -0.57
O 1.49 1.11 -0.43
H -0.73 1.41 1.61
H 1.01 1.29 2.02
H 0.04 -0.15 2.06
H 1.71 0.66 -1.27
O 1.47 -0.28 -3.00
H 0.96 -1.08 -2.86
H 0.76 0.34 -3.12
O -2.19 -1.13 1.46
H -2.39 -1.27 0.56
H -2.42 -1.92 1.91
*
```


[9]
Computed, not measured: a molecular structure, C11H26Al2Br2Cl3F5LiN3O8P3, with ωB97M-V/def2-TZVPD.

Highest occupied orbital energy, eV: -3.467
Total energy, eV: -265189.29289

```
! RIJCOSX wB97M-V def2-TZVPD def2/J DEFGRID3
* xyz -1 1
N -0.84 -3.44 0.68
C -1.46 -2.59 -0.36
C -2.28 -1.48 0.29
C -3.71 -1.27 -0.14
C -4.58 -2.22 -0.88
C -6.02 -2.33 -0.36
C -6.85 -1.08 -0.42
O -7.60 -0.79 0.47
O -6.71 -0.29 -1.53
N -4.05 -0.09 0.30
C -2.92 0.63 0.94
P -3.38 2.41 0.66
N -4.76 2.56 1.71
O -2.07 3.28 1.18
C -1.75 0.01 0.11
Br -2.16 0.42 -1.83
P -0.04 0.33 0.67
P 1.01 2.04 -0.20
O 2.39 1.50 -0.39
O 1.00 3.23 0.80
O 0.48 2.55 -1.57
H -1.51 -3.72 1.38
H -0.41 -4.40 0.30
H -2.08 -3.28 -0.94
H -0.64 -2.19 -0.94
H -2.27 -1.59 1.38
H -4.11 -3.20 -0.78
H -4.56 -1.98 -1.95
H -6.52 -3.06 -1.00
H -6.06 -2.75 0.64
H -6.31 0.56 -1.32
H -4.94 0.39 0.20
H -2.92 0.29 1.98
H -4.81 1.84 2.43
H -4.76 3.46 2.19
H -2.27 4.29 0.91
H 0.70 -0.74 0.14
H 1.83 3.28 1.28
H -0.40 3.04 -1.48
Cl 0.67 -3.12 1.61
Cl 0.35 -5.84 0.77
O -2.48 -2.52 -3.45
H -2.08 -2.29 -4.29
H -2.44 -1.70 -2.93
Al -2.35 3.88 3.32
Br -1.66 4.73 -0.96
C 7.18 -0.33 -2.50
C 6.41 0.21 -1.33
O 6.86 0.42 -0.24
C 4.93 0.51 -1.52
H 8.21 -0.50 -2.20
H 6.74 -1.28 -2.82
H 7.14 0.38 -3.33
H 4.41 -0.43 -1.78
H 4.74 1.25 -2.29
H 4.58 0.91 -0.57
F 0.34 4.77 2.75
Li 3.76 -0.17 0.25
Cl 8.84 -1.20 0.25
F 9.36 2.62 4.69
Al 8.85 1.73 3.33
F 9.15 2.64 1.94
F 7.17 1.45 3.47
F 9.68 0.27 3.30
*
```


[10]
Computed, not measured: a single C4H7N3 molecule, with ωB97M-V/def2-TZVPD.

Highest occupied orbital energy, eV: -7.912
Relative energy (zero: lowest compared OMol25 entry of this formula, charge and spin), eV: 3.7475
Total energy, eV: -8727.93183

```
! RIJCOSX wB97M-V def2-TZVPD def2/J DEFGRID3
* xyz 0 1
C 0.71 -0.45 1.73
C -0.08 -0.41 0.42
N -1.46 -0.25 0.62
C 0.85 0.38 -0.74
N 0.38 -1.06 -0.69
N -0.54 1.09 -2.75
C 0.13 0.69 -1.82
H -2.00 -0.24 -0.23
H -1.74 0.41 1.34
H -0.78 0.49 -3.53
H 1.85 0.74 -0.51
H 0.34 -1.28 2.32
H 0.57 0.47 2.30
H 1.77 -0.60 1.54
*
```


[11]
Computed, not measured: a molecular structure, C29H18FN4O6PdS, with ωB97M-V/def2-TZVPD.

Highest occupied orbital energy (spin up / spin down), eV: -3.816 / -3.814
Relative energy (zero: lowest compared OMol25 entry of this formula, charge and spin), eV: 0.9760
Total energy, eV: -65647.57517

```
! RIJCOSX wB97M-V def2-TZVPD def2/J DEFGRID3
* xyz -1 1
Pd -0.35 0.27 0.74
O -1.57 -1.19 4.36
C -1.35 -0.93 3.18
O -0.64 0.04 2.76
C -1.99 -1.83 2.12
C -2.61 -3.02 2.51
C -3.11 -3.87 1.56
C -3.02 -3.51 0.20
C -3.47 -4.33 -0.85
C -3.39 -3.92 -2.16
C -2.90 -2.65 -2.46
C -2.45 -1.82 -1.46
C -2.45 -2.25 -0.12
N -1.92 -1.45 0.84
H -2.65 -3.22 3.57
H -3.57 -4.82 1.82
H -3.89 -5.30 -0.60
H -3.73 -4.57 -2.95
H -2.87 -2.31 -3.48
H -2.09 -0.83 -1.67
S -1.00 1.80 -3.43
C 0.00 0.36 -3.57
C 0.42 -0.30 -4.70
C 1.18 -1.45 -4.55
C 1.50 -1.93 -3.28
C 1.08 -1.29 -2.14
C 0.32 -0.12 -2.28
N -0.21 0.61 -1.27
C -0.95 1.64 -1.68
C -1.66 2.39 -0.72
C -2.41 3.56 -0.93
C -3.04 4.17 0.13
C -2.93 3.65 1.41
C -2.19 2.49 1.64
C -1.56 1.86 0.59
H 0.16 0.06 -5.68
H 1.52 -1.99 -5.43
H 2.09 -2.84 -3.19
H 1.28 -1.66 -1.15
H -2.49 3.96 -1.94
H -3.62 5.06 -0.03
H -3.42 4.14 2.24
H -2.12 2.09 2.64
F 5.41 2.85 -0.82
C 5.01 2.57 0.44
C 4.64 1.31 0.76
N 4.29 0.95 2.02
C 3.51 -0.26 2.19
C 2.15 -0.06 1.45
O 1.48 -1.07 1.16
O 1.85 1.11 1.15
C 4.29 1.87 3.05
O 4.07 1.58 4.20
N 4.64 3.15 2.68
C 4.98 3.64 1.42
O 5.21 4.81 1.24
H 4.61 0.53 0.01
H 3.32 -0.41 3.25
H 4.03 -1.13 1.78
H 4.57 3.85 3.42
*
```


[12]
Computed, not measured: 2 unconnected molecules or ions with the total composition C6H15N2, with ωB97M-V/def2-TZVPD.

Highest occupied orbital energy, eV: -12.296
Relative energy (zero: lowest compared OMol25 entry of this formula, charge and spin), eV: 1.3569
Total energy, eV: -9438.61498

```
! RIJCOSX wB97M-V def2-TZVPD def2/J DEFGRID3
* xyz 1 1
C -0.16 2.43 -0.33
C -0.83 1.64 0.76
C -1.81 0.77 0.48
C -2.62 -0.05 1.40
H -0.74 2.30 -1.25
H -0.01 3.48 -0.12
H 0.82 1.99 -0.55
H -0.52 1.80 1.79
H -2.05 0.76 -0.58
H -2.40 0.09 2.46
H -3.70 0.01 1.22
H -2.44 -1.12 1.21
C 2.93 -0.37 -0.62
N -0.20 -2.28 -0.53
C 0.87 -1.68 -1.00
N 1.91 -1.38 -0.26
H 3.17 0.16 0.29
H 2.46 0.36 -1.29
H 3.79 -0.86 -1.06
H -0.30 -2.44 0.46
H -0.98 -2.48 -1.14
H 0.90 -1.41 -2.04
H 1.91 -1.72 0.69
*
```


[13]
Computed, not measured: a single C17H27NO2 molecule, with ωB97M-V/def2-TZVPD.

Highest occupied orbital energy, eV: -8.351
Structure (SMILES): CCOc1cccc(OCCCCN2CCCCC2)c1
Relative energy (zero: lowest compared OMol25 entry of this formula, charge and spin), eV: 1.2571
Total energy, eV: -23651.95338

```
! RIJCOSX wB97M-V def2-TZVPD def2/J DEFGRID3
* xyz 0 1
C 6.04 3.23 -0.39
C 5.61 1.94 0.30
O 4.57 1.37 -0.47
C 4.01 0.20 -0.06
C 4.38 -0.50 1.08
C 3.72 -1.68 1.39
C 2.72 -2.18 0.58
C 2.34 -1.48 -0.56
O 1.39 -1.87 -1.45
C 0.55 -2.96 -1.16
C -0.51 -2.62 -0.10
C -1.41 -1.49 -0.56
C -2.40 -1.07 0.53
N -3.41 -0.16 0.03
C -2.90 1.18 -0.16
C -3.94 2.05 -0.87
C -5.22 2.11 -0.04
C -5.69 0.69 0.22
C -4.58 -0.12 0.89
C 3.00 -0.29 -0.87
H 6.40 3.01 -1.39
H 5.20 3.91 -0.46
H 6.84 3.70 0.17
H 6.45 1.25 0.37
H 5.25 2.16 1.32
H 5.16 -0.14 1.74
H 4.01 -2.23 2.27
H 2.24 -3.11 0.86
H 0.06 -3.19 -2.11
H 1.14 -3.84 -0.85
H -1.10 -3.52 0.10
H -0.01 -2.33 0.83
H -1.98 -1.79 -1.44
H -0.78 -0.64 -0.85
H -1.84 -0.65 1.39
H -2.91 -1.97 0.89
H -2.00 1.13 -0.78
H -2.62 1.65 0.80
H -4.16 1.61 -1.84
H -3.53 3.05 -1.02
H -5.98 2.68 -0.56
H -5.01 2.61 0.91
H -5.95 0.21 -0.72
H -6.58 0.69 0.87
H -4.93 -1.15 1.05
H -4.35 0.31 1.88
H 2.71 0.25 -1.76
*
```


[14]
Computed, not measured: a single C4H6O2 molecule, with ωB97M-V/def2-TZVPD.

Highest occupied orbital energy, eV: -8.257
Relative energy (zero: lowest compared OMol25 entry of this formula, charge and spin), eV: 4.2737
Total energy, eV: -8336.18748

```
! RIJCOSX wB97M-V def2-TZVPD def2/J DEFGRID3
* xyz 0 1
O -1.89 0.85 -0.35
C -1.44 -0.42 -0.15
C 0.90 0.24 -0.63
C -0.16 -0.75 -0.30
C 1.66 -0.15 1.57
O 1.65 0.68 0.56
H -2.85 0.86 -0.25
H -2.17 -1.15 0.18
H 1.64 -0.15 -1.32
H 0.48 1.15 -1.05
H 0.13 -1.77 -0.08
H 2.26 0.42 2.32
*
```


[15]
Computed, not measured: a single C18H17NO4S molecule, with ωB97M-V/def2-TZVPD.

Highest occupied orbital energy, eV: -9.925
Structure (SMILES): CC[C@@H](C)NC(=O)c1ccc2c(c1)S(=O)(=O)c1ccccc1C2=O
Relative energy (zero: lowest compared OMol25 entry of this formula, charge and spin), eV: 0.0000
Total energy, eV: -39457.46944

```
! RIJCOSX wB97M-V def2-TZVPD def2/J DEFGRID3
* xyz 0 1
C 5.07 1.49 1.09
C 5.17 0.01 0.74
C 4.56 -0.30 -0.64
C 4.76 -1.76 -1.01
N 3.14 0.05 -0.65
C 2.21 -0.52 0.14
O 2.44 -1.37 0.97
C 0.82 0.00 -0.10
C 0.56 1.36 -0.27
C -0.74 1.80 -0.45
C -1.81 0.89 -0.47
C -1.53 -0.46 -0.29
C -0.24 -0.91 -0.10
S -2.85 -1.65 -0.48
O -2.63 -2.78 0.38
O -3.01 -1.89 -1.88
C -4.28 -0.72 0.09
C -5.36 -1.41 0.62
C -6.50 -0.71 0.97
C -6.56 0.66 0.78
C -5.48 1.34 0.25
C -4.31 0.65 -0.10
C -3.18 1.44 -0.64
O -3.35 2.53 -1.14
H 5.57 2.10 0.34
H 4.03 1.80 1.16
H 5.55 1.68 2.05
H 6.22 -0.29 0.72
H 4.65 -0.58 1.49
H 5.04 0.34 -1.39
H 4.32 -1.97 -1.98
H 4.28 -2.40 -0.27
H 5.82 -2.00 -1.05
H 2.83 0.69 -1.37
H 1.36 2.07 -0.25
H -0.96 2.85 -0.58
H -0.06 -1.96 0.04
H -5.28 -2.47 0.74
H -7.34 -1.24 1.39
H -7.45 1.21 1.05
H -5.51 2.41 0.09
*
```


[16]
Computed, not measured: 2 unconnected molecules or ions with the total composition C2H5NOS, with ωB97M-V/def2-TZVPD.

Highest occupied orbital energy, eV: -8.666
Relative energy (zero: lowest compared OMol25 entry of this formula, charge and spin), eV: 8.3156
Total energy, eV: -16520.06578

```
! RIJCOSX wB97M-V def2-TZVPD def2/J DEFGRID3
* xyz 0 1
C 1.31 0.41 -0.08
C -0.08 0.03 0.36
H 1.22 -1.90 0.46
H 1.45 1.06 -1.01
H 1.97 1.27 0.47
H -0.14 -0.84 0.93
H -3.76 0.91 -0.28
N -1.29 0.24 -0.24
O 2.12 -0.77 -0.43
S -2.80 -0.41 -0.19
*
```


[17]
Computed, not measured: a single C2H3Cl2F molecule, with ωB97M-V/def2-TZVPD.

Highest occupied orbital energy, eV: -11.122
Structure (SMILES): CC(F)(Cl)Cl
Relative energy (zero: lowest compared OMol25 entry of this formula, charge and spin), eV: 0.3189
Total energy, eV: -29884.80289

```
! RIJCOSX wB97M-V def2-TZVPD def2/J DEFGRID3
* xyz 0 1
C -0.07 0.69 -0.50
C 0.00 -0.49 0.46
F -0.02 -0.06 1.72
Cl -1.30 -1.54 0.22
Cl 1.50 -1.40 0.24
H 0.81 1.34 -0.36
H 0.06 0.15 -1.52
H -0.98 1.33 -0.24
*
```